Record 1
{"formula": "C5H21NO6S", "method": "ωB97M-V/def2-TZVPD", "elements": ["C", "C", "N", "C", "O", "C", "C", "S", "H", "H", "H", "H", "H", "H", "H", "H", "H", "H", "H", "O", "H", "H", "O", "H", "H", "O", "H", "H", "O", "H", "H", "O", "H", "H"], "xyz": [[-1.23587, 2.74053, -0.70178], [-0.95701, 1.76593, 0.51033], [-1.18984, 0.33459, -0.03700], [-1.42084, -0.76620, 0.64400], [-1.27669, -0.95164, 1.86151], [-1.86479, -1.87806, -0.28825], [-0.54214, -2.41753, -0.76793], [0.52132, -3.72440, 0.13139], [-0.38307, 2.69876, -1.41146], [-2.26860, 2.59840, -1.20763], [-1.24643, 3.76935, -0.26250], [0.10717, 1.84353, 0.80338], [-1.53374, 1.88992, 1.41384], [-1.25631, 0.36035, -1.06728], [-2.45154, -2.62231, 0.43086], [-2.69147, -1.61492, -0.91077], [0.15284, -1.55604, -0.82042], [-0.70388, -2.84273, -1.78574], [1.14362, -2.98015, 1.04196], [1.36955, -1.14137, 3.28886], [0.44006, -1.24753, 3.29250], [1.54624, -1.42685, 2.33209], [-1.08236, 0.20874, -2.79740], [-0.05345, 0.00513, -2.77961], [-1.37665, 0.70982, -3.53890], [1.46293, -0.10554, -2.48875], [1.96278, 0.55837, -1.93910], [1.95686, -0.98039, -2.46959], [1.93018, 1.27771, 2.57385], [1.15512, 1.80976, 2.89177], [1.89891, 0.50847, 3.12991], [2.43822, 0.84187, -0.01182], [3.35830, 1.33791, 0.03911], [2.09056, 0.99653, 0.90058]], "lumo_ev": 0.32, "relative_energy_kj_mol": 213.1, "homo_lumo_gap_ev": 9.38, "smiles": "CCNC(=O)CCS.O.O.O.O.O", "homo_energy_ev": -9.065, "e_tot_ev": -30135.7241}


Record 2
{"formula": "C2H9NO2", "method": "ωB97M-V/def2-TZVPD", "elements": ["C", "N", "C", "H", "H", "H", "H", "H", "O", "H", "H", "O", "H", "H"], "xyz": [[1.95297, 0.48050, 0.80100], [0.75839, 0.32088, 0.43532], [-0.26934, 0.41149, 1.47684], [2.73163, 0.26497, 0.09955], [2.20266, 1.03389, 1.71143], [-0.29761, -0.51820, 2.01909], [-0.01453, 1.19238, 2.20655], [-1.22078, 0.67562, 1.02610], [-2.57181, -0.17584, -0.97815], [-1.62453, -0.37294, -1.02832], [-2.88745, -0.49343, -1.82820], [0.05688, -0.88088, -2.11694], [0.49816, -0.41658, -1.37667], [0.68535, -1.52186, -2.44762]], "lumo_ev": 0.84, "relative_energy_kj_mol": 48.6, "homo_lumo_gap_ev": 11.14, "smiles": "C=NC.O.O", "homo_energy_ev": -10.293, "e_tot_ev": -7804.2222}


Record 3
{"formula": "C27H76O21P4", "method": "ωB97M-V/def2-TZVPD", "elements": ["C", "O", "P", "O", "O", "C", "O", "C", "H", "H", "H", "H", "H", "H", "H", "H", "H", "C", "O", "P", "O", "O", "C", "O", "C", "H", "H", "H", "H", "H", "H", "H", "H", "H", "C", "O", "P", "O", "O", "C", "O", "C", "H", "H", "H", "H", "H", "H", "H", "H", "H", "C", "O", "P", "O", "O", "C", "O", "C", "H", "H", "H", "H", "H", "H", "H", "H", "H", "C", "C", "C", "O", "H", "H", "H", "H", "H", "H", "H", "H", "C", "C", "C", "O", "H", "H", "H", "H", "H", "H", "H", "H", "C", "C", "C", "O", "H", "H", "H", "H", "H", "H", "H", "H", "C", "C", "C", "O", "H", "H", "H", "H", "H", "H", "H", "H", "C", "C", "C", "O", "H", "H", "H", "H", "H", "H", "H", "H"], "xyz": [[-5.54516, 1.86872, 0.36390], [-4.51506, 1.42229, -0.48884], [-3.79308, 2.43103, -1.49392], [-2.64602, 1.84293, -2.13326], [-5.02780, 2.85182, -2.45319], [-4.96528, 3.66353, -3.61080], [-3.51708, 3.75205, -0.60157], [-2.27794, 3.78876, 0.14121], [-5.53516, 1.47122, 1.37878], [-6.51067, 1.64933, -0.09191], [-5.67848, 2.94357, 0.48645], [-4.86382, 3.02960, -4.49168], [-4.10118, 4.32750, -3.58684], [-5.89760, 4.21893, -3.71290], [-1.98290, 4.83681, 0.08981], [-1.47892, 3.24207, -0.35959], [-2.36417, 3.40505, 1.15780], [-0.53298, -1.41611, -3.63146], [-1.80360, -1.97917, -3.42390], [-2.57978, -2.72160, -4.63315], [-2.30400, -2.26911, -5.99322], [-4.13715, -2.60962, -4.20765], [-4.58142, -3.05121, -2.87298], [-2.18537, -4.30224, -4.38632], [-0.95051, -4.83518, -4.79158], [-0.57326, -0.34700, -3.42288], [-0.16155, -1.55177, -4.64720], [0.11874, -1.79363, -2.84352], [-4.69717, -2.22012, -2.17730], [-3.82148, -3.70274, -2.44159], [-5.52155, -3.58792, -3.00024], [-0.37115, -5.14574, -3.92211], [-0.44828, -3.99283, -5.26732], [-1.20372, -5.66744, -5.44835], [-5.83999, -1.43839, 5.07333], [-5.53411, -1.66255, 3.66910], [-4.50052, -2.82191, 3.22040], [-4.81465, -4.11809, 3.93773], [-3.07471, -2.09764, 3.56372], [-2.43278, -2.19264, 4.85377], [-4.59976, -2.86407, 1.60812], [-4.24926, -1.66393, 0.88483], [-6.92656, -1.43337, 5.15968], [-5.45170, -0.53358, 5.54093], [-5.43615, -2.27245, 5.64723], [-1.55671, -2.83357, 4.75480], [-3.09224, -2.50767, 5.66245], [-2.06051, -1.20706, 5.13336], [-5.00785, -1.51955, 0.11555], [-3.33184, -1.79520, 0.31106], [-4.03143, -0.73411, 1.41025], [-1.31287, -4.15305, -0.23115], [-1.14754, -3.34482, 0.96259], [0.16097, -3.51652, 1.92509], [1.39370, -4.09666, 1.28257], [0.36013, -2.03510, 2.54113], [1.17765, -1.74562, 3.65191], [-0.38640, -4.34984, 3.23261], [-1.12376, -5.55353, 2.96489], [-2.17104, -4.79019, -0.01739], [-0.45841, -4.80258, -0.42118], [-1.35502, -3.52694, -1.12239], [0.75462, -1.15429, 4.46399], [1.98774, -1.12316, 3.27192], [1.55359, -2.67049, 4.08938], [-2.11858, -5.10976, 3.00357], [-0.96249, -6.25805, 3.78083], [-0.95367, -6.08443, 2.02824], [3.57222, -0.20050, -3.23417], [3.14647, 1.19487, -3.55037], [4.06931, 1.72188, -4.68315], [1.79353, 1.10555, -3.97791], [4.64494, -0.16896, -3.04343], [3.52916, -0.84266, -4.11388], [3.10288, -0.58164, -2.32723], [3.17817, 1.78118, -2.63204], [3.97555, 1.00102, -5.49534], [5.10828, 1.83093, -4.37211], [3.80850, 2.68915, -5.11266], [1.31591, 0.81667, -3.19687], [3.31823, 3.58412, 4.66007], [2.47804, 2.82696, 3.61812], [3.17795, 2.61133, 2.26383], [2.08801, 1.62919, 4.23554], [2.74189, 3.78464, 5.56325], [3.63232, 4.57432, 4.33000], [4.18988, 2.99186, 4.93857], [1.54362, 3.38259, 3.53919], [3.43765, 3.52773, 1.73386], [2.67125, 1.97940, 1.53442], [4.11421, 2.09998, 2.48754], [2.73502, 1.23943, 4.82805], [1.39300, 4.34471, -1.15531], [2.56619, 5.11669, -1.78552], [3.85820, 4.91325, -0.92148], [2.84380, 4.52663, -3.04751], [1.03754, 4.85432, -0.25974], [1.68599, 3.31630, -0.94401], [0.56475, 4.32445, -1.86362], [2.21109, 6.12805, -1.98339], [4.65036, 5.48572, -1.40404], [4.18390, 3.87472, -0.86238], [3.59548, 5.29459, 0.06525], [2.02579, 4.46452, -3.54612], [4.86175, -1.12521, 1.28520], [6.14018, -0.59364, 0.54930], [7.05459, 0.25658, 1.42233], [6.89275, -1.71722, 0.13081], [5.20883, -1.59126, 2.20740], [4.30056, -1.85193, 0.69780], [4.19483, -0.30042, 1.53629], [5.88319, -0.07464, -0.37412], [8.00778, 0.40541, 0.91502], [7.20232, -0.27379, 2.36307], [6.62927, 1.19831, 1.76924], [6.38013, -2.16739, -0.54461], [-0.99121, 0.21132, 0.22261], [0.33754, 0.82996, -0.15358], [1.60849, -0.06954, -0.12762], [0.12831, 1.35308, -1.42475], [-1.51685, -0.30124, -0.58305], [-1.68734, 1.00507, 0.49362], [-0.86011, -0.46287, 1.06900], [0.39600, 1.63593, 0.57793], [2.45897, 0.58742, -0.30982], [1.55315, -0.83477, -0.90187], [1.61481, -0.51468, 0.86732], [-0.79028, 1.63155, -1.40856]], "lumo_ev": 0.26, "homo_lumo_gap_ev": 9.82, "smiles": "COP(=O)(OC)OC.COP(=O)(OC)OC.COP(=O)(OC)OC.COP(=O)(OC)OC.CC(C)O.CC(C)O.CC(C)O.CC(C)O.CC(C)O", "homo_energy_ev": -9.568, "e_tot_ev": -109391.4721}


Record 4
{"formula": "C6H12NO", "method": "ωB97M-V/def2-TZVPD", "elements": ["C", "C", "C", "C", "C", "C", "N", "O", "H", "H", "H", "H", "H", "H", "H", "H", "H", "H", "H", "H"], "xyz": [[-1.22217, -2.50358, 0.64843], [-0.90983, -1.41908, 0.17618], [-0.50358, 0.27118, -1.79019], [-1.65341, 1.67763, 1.03963], [2.58423, -1.29853, -0.08135], [-0.70898, -0.12957, -0.34378], [-0.48190, 0.89269, 0.72384], [2.47177, 0.00879, -0.34538], [-1.59604, -3.38800, 0.92556], [0.19536, -0.47906, -2.21878], [-1.33030, 0.51838, -2.38903], [0.19926, 1.07112, -1.72113], [-2.31479, 1.15533, 1.78388], [-1.37805, 2.57580, 1.57440], [-2.14437, 1.91329, 0.17178], [1.70920, -1.92566, -0.09045], [3.44929, -1.54589, 0.53027], [0.23397, 1.60692, 0.35375], [0.06234, 0.60203, 1.45675], [3.33799, 0.39621, -0.40436]], "lumo_ev": [-3.18, -5.11], "relative_energy_kj_mol": 545.5, "homo_lumo_gap_ev": [9.51, 5.72], "homo_energy_ev": [-12.690, -10.830], "total_charge": 1, "e_tot_ev": -9941.4511}